No. 1
# C5H11NO

A 2-piece molecular cluster, C5H11NO overall (ωB97M-V/def2-TZVPD, OMol25).

```
! RIJCOSX wB97M-V def2-TZVPD def2/J DEFGRID3
* xyz 0 1
H -1.502 1.004 0.056
C 1.779 0.232 -0.086
H -2.481 -0.923 -1.738
H 0.146 0.550 -2.054
H -1.081 -0.594 0.480
H 0.615 0.449 1.501
C 2.942 0.878 -0.080
O -2.018 -0.596 2.839
C -0.711 0.262 -0.082
H 3.117 1.619 0.692
H 1.663 -0.587 -0.789
H 3.717 0.526 -0.739
H -1.394 -1.164 -3.176
N 0.572 0.675 0.517
C -1.536 -0.686 -2.213
C -0.552 -0.104 -1.541
H -2.060 -1.416 3.337
H -1.217 -0.126 3.077
*
```

Lowest unoccupied orbital energy (eV): 0.65
E_HOMO (eV): -8.29
HOMO-LUMO gap (Ha): 0.3287
Relative energy (zero: lowest compared OMol25 entry of this formula, charge and spin) (eV): 3.3524
Largest force on an atom (eV Å⁻¹): 2.3

No. 2
# C7H10

A 2-piece molecular cluster, C7H10 overall (ωB97M-V/def2-TZVPD, OMol25).

```
! RIJCOSX wB97M-V def2-TZVPD def2/J DEFGRID3
* xyz 0 1
H -1.007 1.403 -1.686
C -0.935 0.614 0.354
H 0.251 2.389 1.183
H -1.859 1.172 0.562
C -0.254 -0.541 -1.802
C 1.199 0.417 1.362
H -1.265 -1.609 0.630
H -1.406 -0.630 2.096
C 0.655 -0.827 1.323
H 0.035 -1.471 -1.315
H 2.354 0.001 -1.367
C -0.767 0.490 -1.141
C -0.848 -0.742 1.156
H 2.469 0.258 -0.677
C 0.264 1.321 0.982
H -0.085 -0.481 -2.874
H 1.199 -1.764 1.214
*
```

Lowest unoccupied orbital energy (alpha / beta) (eV): -0.62 / -0.51
E_HOMO (alpha / beta) (eV): -7.96 / -8.62
HOMO-LUMO gap (alpha / beta) (Ha): 0.2695 / 0.2981
Relative energy (zero: lowest compared OMol25 entry of this formula, charge and spin) (eV): 5.5617
Largest force on an atom (eV Å⁻¹): 0.5

No. 3
# C6H11P

One molecule with the formula C6H11P (ωB97M-V/def2-TZVPD, OMol25).

```
! RIJCOSX wB97M-V def2-TZVPD def2/J DEFGRID3
* xyz 0 1
H 0.121 -2.881 1.290
C 0.669 -1.363 -0.103
H -0.390 -2.826 -1.246
C 0.354 -2.046 -1.404
C 0.769 -0.065 -0.008
H 1.752 1.727 -0.044
H -0.021 -1.336 -2.137
H -2.141 2.289 -0.645
C 0.797 1.247 0.149
H -2.661 3.477 0.568
H 1.818 -2.923 0.811
C 0.988 -2.261 1.059
H -0.005 3.611 -0.576
P -0.249 3.100 0.713
C -2.011 2.623 0.380
H 1.248 -1.679 1.938
H -2.291 1.821 1.061
H 1.253 -2.516 -1.805
*
```

Lowest unoccupied orbital energy (eV): 0.78
E_HOMO (eV): -8.38
HOMO-LUMO gap (Ha): 0.3365
Relative energy (zero: lowest compared OMol25 entry of this formula, charge and spin) (eV): 1.6048
Largest force on an atom (eV Å⁻¹): 3.2

No. 4
# C19H19Cl3N7O2S2Ti

C19H19Cl3N7O2S2Ti as an isolated structure (ωB97M-V/def2-TZVPD, OMol25).

```
! RIJCOSX wB97M-V def2-TZVPD def2/J DEFGRID3
* xyz -1 3
C 0.499 -2.576 0.319
H -1.676 5.897 0.335
C -1.680 2.614 -0.518
C -2.012 0.230 -1.054
H 1.928 -4.093 -3.792
H 2.837 0.779 1.806
H 0.983 -2.023 -4.862
O 1.741 0.647 -0.549
Cl 0.549 2.035 -2.784
S -3.944 1.764 -1.967
Cl 2.519 4.013 -2.074
C -2.952 -0.598 -1.737
C -4.011 0.071 -2.269
H 0.561 5.199 1.188
N 0.259 -1.306 -1.655
H 0.502 -3.746 2.087
C 1.453 -3.329 -3.190
C 0.924 -2.171 -3.793
C 0.298 3.179 0.543
H -0.110 -0.352 -3.440
C 0.730 -2.458 -1.063
N -1.348 -0.943 4.163
H -3.122 4.175 -0.758
N -0.445 2.246 -0.060
N -0.118 -1.540 0.910
C -2.426 1.547 -1.110
H -4.845 -0.326 -2.829
H 1.202 0.699 1.960
H -1.338 -0.103 4.715
C -1.346 4.872 0.229
H -2.851 -1.672 -1.831
C 2.588 1.502 -0.924
H 1.275 2.863 0.892
H 2.857 0.413 4.204
C 1.342 -3.476 -1.836
C -1.001 -0.745 2.837
N 2.086 0.405 2.378
O 3.657 1.798 -0.424
H 0.438 -4.707 0.596
N 2.113 0.894 3.719
C -0.094 4.486 0.709
S -1.412 0.757 2.103
H -0.865 -1.723 4.582
Cl 3.304 1.655 -3.548
H 1.719 -4.362 -1.344
C 2.227 2.281 -2.281
H 2.311 1.889 3.760
Ti -0.183 0.147 -0.163
C 0.871 -3.823 1.071
C 0.339 -1.222 -2.986
N -0.425 -1.729 2.235
C -2.138 3.929 -0.380
H 1.957 -3.944 1.095
*
```

Lowest unoccupied orbital energy (alpha / beta) (eV): 2.54 / 2.54
E_HOMO (alpha / beta) (eV): -2.72 / -4.38
HOMO-LUMO gap (alpha / beta) (Ha): 0.1933 / 0.2542
Expectation value of S²: 2.02
Relative energy (zero: lowest compared OMol25 entry of this formula, charge and spin) (eV): 0.7262
Largest force on an atom (eV Å⁻¹): 2.0

No. 5
# C3H28NO15

A 13-piece molecular cluster, C3H28NO15 overall (ωB97M-V/def2-TZVPD, OMol25).

```
! RIJCOSX wB97M-V def2-TZVPD def2/J DEFGRID3
* xyz -1 1
O -1.509 -3.219 -0.466
O 3.581 -1.227 0.234
O 1.206 -4.005 2.268
O 2.688 1.195 -3.614
O -2.562 -0.794 0.288
H -0.084 3.052 1.800
H 1.615 2.410 -0.408
H 2.888 -0.932 -0.371
H 0.917 -3.107 2.262
N -0.452 0.710 -0.445
H 0.953 2.962 3.593
H 2.436 0.651 -2.877
O 0.237 -1.081 -1.944
H 1.204 -4.084 1.302
H -0.314 -0.431 3.197
O -1.897 2.393 -0.268
H -0.298 2.508 -2.795
O 1.629 0.530 -1.116
C -1.181 1.673 -1.017
O -0.857 -1.952 1.703
H -0.887 -3.671 -0.972
H -2.060 2.391 -2.778
O 2.190 3.070 -0.073
H 2.388 1.980 -3.171
H -2.519 -0.096 0.939
H -0.336 0.692 0.570
O -0.684 0.244 3.654
H 2.914 3.039 -0.711
H 1.240 -2.691 -2.443
H -0.957 -2.863 1.364
H -1.454 2.580 1.394
H -2.290 -1.634 0.756
O 1.287 -3.547 -2.004
H -4.103 0.873 -0.911
H 2.220 -3.733 -2.160
H -4.925 -0.393 -0.789
C -1.100 1.932 -2.471
H -1.322 -2.298 -0.665
O -0.774 2.395 2.063
H 1.327 1.657 4.449
O -4.859 0.430 -1.289
H -0.717 1.018 3.142
H 4.142 -0.427 0.139
H -0.828 0.969 -2.959
H -0.294 -1.578 0.887
C 0.467 -0.026 -1.309
O 1.734 2.435 4.022
*
```

Lowest unoccupied orbital energy (eV): 2.62
E_HOMO (eV): -6.95
HOMO-LUMO gap (Ha): 0.3517
Relative energy (zero: lowest compared OMol25 entry of this formula, charge and spin) (eV): 4.3797
Largest force on an atom (eV Å⁻¹): 4.6

No. 6
# C8H13CdF3NO4

C8H13CdF3NO4 as an isolated structure (ωB97M-V/def2-TZVPD, OMol25).

```
! RIJCOSX wB97M-V def2-TZVPD def2/J DEFGRID3
* xyz 1 1
N -0.300 -0.775 -0.594
H -2.311 -1.190 0.103
H 0.403 -0.706 0.136
O -0.058 -3.641 0.266
H 0.556 -2.316 2.256
H -1.887 -3.331 1.050
H 0.748 1.032 -2.560
C -0.742 0.506 -1.057
C -0.515 -2.078 2.149
H 0.722 2.567 0.665
C 1.633 1.429 -0.662
C -1.534 1.330 0.021
H -1.678 -2.273 -1.144
F 2.279 3.681 -1.102
H -1.021 -2.471 3.040
H -1.439 0.330 -1.888
O -1.457 0.988 1.296
Cd -2.479 0.313 2.870
C -1.381 -1.685 -0.261
H 0.819 -3.238 0.314
F 2.979 2.145 -2.498
H 0.016 2.424 -1.731
C 2.694 2.411 -1.227
C -0.996 -2.734 0.814
O -2.191 2.221 -0.348
H -0.553 -0.969 2.088
O 1.364 1.845 0.660
F 3.797 2.329 -0.474
C 0.407 1.407 -1.585
H 2.126 0.450 -0.599
*
```

Lowest unoccupied orbital energy (eV): -8.27
E_HOMO (eV): -12.72
HOMO-LUMO gap (Ha): 0.1636
Relative energy (zero: lowest compared OMol25 entry of this formula, charge and spin) (eV): 0.0000
Largest force on an atom (eV Å⁻¹): 2.8

No. 7
# C76H90N12O4

A 9-piece molecular cluster, C76H90N12O4 overall (ωB97M-V/def2-TZVPD, OMol25).

```
! RIJCOSX wB97M-V def2-TZVPD def2/J DEFGRID3
* xyz 10 1
H -4.685 -5.684 -5.259
H 0.854 -0.593 0.941
C 8.192 -4.710 7.211
N -0.702 2.942 5.185
C 4.941 1.023 -3.209
H -11.350 0.775 9.246
C 9.277 -0.157 11.150
H 2.844 -0.865 0.786
C -1.158 1.030 -2.917
H 3.370 6.143 0.035
H 4.742 1.418 -2.217
O 0.792 2.608 -3.258
H 0.882 3.593 6.409
H 7.268 -0.295 -5.011
N 2.730 -8.398 -9.471
H 8.147 0.126 -2.771
H -0.867 5.915 -5.749
C 0.449 2.624 6.112
C -9.550 -2.744 7.850
C -8.160 -3.387 5.879
H -7.012 5.579 2.612
C 7.771 -1.640 12.147
H -0.600 0.160 -2.701
H -5.100 5.038 4.157
C 2.629 -7.313 -8.627
C 3.991 -8.791 -10.095
H -5.288 3.373 -0.468
H -1.556 3.977 6.709
C -4.136 3.475 1.346
N -10.776 -0.641 7.713
C -0.828 2.422 3.940
H 8.151 -3.943 3.992
H -4.306 -7.085 -8.548
H -6.912 -3.341 7.559
C -7.399 -4.759 4.123
C -0.376 2.432 -2.814
H 1.942 8.558 -3.639
O -0.971 3.323 -2.154
C -2.952 3.454 3.618
C 1.821 -1.112 1.159
H 7.093 -3.290 11.060
C 8.320 -2.646 6.199
H -4.610 -4.951 3.409
N 1.443 1.797 -8.646
H -1.890 2.298 2.125
H 4.777 1.654 -8.013
H -0.537 -9.399 -9.489
C -1.600 9.564 -4.983
C -1.920 2.676 3.158
C 2.744 2.000 -8.836
H -3.635 10.300 -6.270
H 9.484 -0.196 14.080
H -0.003 2.189 6.997
C 0.287 5.661 -2.990
H -5.151 -4.950 6.541
H -9.419 -3.714 8.294
C -7.001 -3.746 6.588
H 9.903 -0.670 9.171
C 2.545 1.657 -0.521
N -6.236 -4.986 4.748
C 0.287 -7.763 -8.313
C -5.263 3.773 0.565
C 0.524 6.909 -3.483
C -1.016 -7.330 -7.674
H 8.864 1.276 13.282
C -6.019 -4.516 6.011
O 2.632 1.751 -1.589
C 8.196 -4.082 8.430
H 1.769 -1.984 1.838
C -2.879 3.857 4.953
H 2.244 4.845 0.257
C -5.146 -5.661 4.029
H 3.559 4.617 -0.862
H 4.789 -8.820 -9.331
H 10.066 0.551 11.363
C -1.015 6.920 -5.473
N -3.445 -6.513 -6.715
C 0.471 1.883 -9.725
C 6.379 0.228 -4.754
H 3.534 -6.756 -8.480
C 0.345 -8.768 -9.233
H 3.027 2.303 -9.839
C -4.089 3.863 2.681
C -1.942 7.611 -6.232
H -9.232 -1.232 4.829
C -2.360 -6.419 -5.931
C -11.801 0.261 8.383
H 1.333 0.953 -5.479
O 2.460 1.822 0.594
N 8.507 -0.514 12.247
H 3.354 7.415 -1.755
H 8.508 -0.876 7.315
C 8.374 -2.705 8.581
C 1.562 -9.099 -9.748
H 3.088 1.883 -3.876
H -4.503 -6.013 4.801
H 8.056 -4.687 9.297
C 8.005 -4.686 4.800
C 5.450 0.431 -5.760
H -1.463 0.895 -3.961
C -3.375 -7.043 -7.959
C 4.026 1.354 -4.168
C 2.867 5.334 -0.460
H -2.167 -7.770 -9.480
C 1.455 -6.954 -8.020
H 8.752 -5.491 4.771
C -7.573 4.628 0.254
N 6.110 0.429 -3.490
H -8.439 4.176 0.698
H -3.545 8.963 -7.477
N 8.182 -3.944 6.090
H 6.958 -0.772 -1.899
C 3.227 1.265 -6.595
H 0.061 1.869 3.657
C 7.741 -2.411 10.984
H 8.354 -2.090 5.266
H -2.418 -6.163 -4.886
H -7.444 -5.121 3.106
H 7.138 -1.971 12.941
C 8.458 -1.949 7.406
H 7.014 -5.110 4.838
H 0.672 4.339 -1.364
H 8.084 -5.809 7.111
H -2.575 7.216 -7.024
H -3.317 2.948 0.909
H -5.136 -5.533 -7.004
H 7.098 1.028 -1.708
C 0.972 1.426 -7.437
H -7.331 4.268 -0.775
H 1.157 1.927 5.678
C 7.158 0.178 -2.388
H -0.564 5.078 -3.234
H -0.121 1.274 -7.376
C 1.690 7.646 -3.133
H -1.990 1.154 -2.216
H 1.027 2.256 -10.582
C -0.431 7.553 -4.379
H -5.599 -6.485 3.463
C -9.102 -2.479 6.543
H -10.874 -1.863 9.328
C 1.051 5.166 -1.935
C 8.647 0.256 13.542
C -9.542 -1.312 5.834
H -0.301 2.649 -9.461
H -0.204 -6.656 -5.828
C -6.236 4.913 2.283
H -9.256 -3.624 4.072
H -3.584 4.529 5.427
C -1.694 3.657 5.684
C 1.809 1.139 -6.395
H 0.080 0.923 -10.052
N -6.326 4.399 1.034
C -2.163 -7.355 -8.482
N -2.137 8.941 -6.002
H 3.872 -9.744 -10.529
C -4.762 -6.212 -6.191
H -12.245 0.993 7.740
N 2.116 5.882 -1.564
H -0.228 9.370 -3.406
C 2.436 7.057 -2.153
C -10.356 -1.724 8.392
H -1.939 10.566 -4.798
H -5.442 -7.056 -6.098
H -7.709 5.710 0.174
C -0.710 8.906 -4.222
C 3.684 1.608 -7.865
C 8.436 -2.001 9.887
C -8.383 -3.883 4.655
C 4.213 1.005 -5.532
H 1.682 -9.942 -10.405
H 1.384 -6.073 -7.416
C -5.140 4.614 3.113
C -3.004 9.678 -6.894
C -10.325 -0.347 6.448
C -1.098 -6.753 -6.415
H -10.716 0.622 6.109
H -2.331 10.282 -7.515
H 4.246 -8.131 -10.923
H 7.679 0.297 14.068
C 9.251 -0.876 9.977
H 5.698 0.147 -6.781
H -12.566 -0.373 8.798
*
```

Lowest unoccupied orbital energy (eV): -15.97
E_HOMO (eV): -17.68
HOMO-LUMO gap (Ha): 0.0626
Relative energy (zero: lowest compared OMol25 entry of this formula, charge and spin) (eV): 9.9729
Largest force on an atom (eV Å⁻¹): 12.1

No. 8
# C3H10N2

A 2-piece molecular cluster, C3H10N2 overall (ωB97M-V/def2-TZVPD, OMol25).

```
! RIJCOSX wB97M-V def2-TZVPD def2/J DEFGRID3
* xyz 0 1
H -2.669 -1.259 -0.087
H -0.326 1.178 -1.306
C -1.514 -1.348 0.092
H 2.091 1.993 -0.261
H -1.689 -2.018 2.111
C 1.408 1.237 -0.672
H 1.913 0.670 -1.511
H 0.549 -0.466 -0.059
H 0.930 0.527 1.315
H -0.021 2.757 -0.642
C -1.039 -1.798 1.312
H -0.992 -1.670 -0.921
N 0.293 1.924 -1.210
N 1.113 0.284 0.356
H -0.046 -2.011 1.483
*
```

Lowest unoccupied orbital energy (eV): 0.97
E_HOMO (eV): -8.56
HOMO-LUMO gap (Ha): 0.3500
Relative energy (zero: lowest compared OMol25 entry of this formula, charge and spin) (eV): 2.5334
Largest force on an atom (eV Å⁻¹): 4.6

No. 9
# C3H4N2O5

One molecule with the formula C3H4N2O5 (ωB97M-V/def2-TZVPD, OMol25).

```
! RIJCOSX wB97M-V def2-TZVPD def2/J DEFGRID3
* xyz 0 1
H -1.697 0.439 -1.202
N -0.151 1.389 1.068
O 1.962 0.000 1.835
O 0.490 2.398 1.108
C 2.447 0.888 1.197
H -0.732 -1.259 -1.061
N 1.138 0.442 -0.759
H -1.626 -0.457 0.470
O -0.935 0.999 1.888
C -1.119 -0.333 -0.549
O 1.391 -0.115 -1.783
H 3.252 1.555 1.598
O 2.304 1.117 -0.092
C 0.011 0.502 -0.154
*
```

Lowest unoccupied orbital energy (eV): -0.97
E_HOMO (eV): -10.12
HOMO-LUMO gap (Ha): 0.3361
Relative energy (zero: lowest compared OMol25 entry of this formula, charge and spin) (eV): 5.7990
Largest force on an atom (eV Å⁻¹): 2.7

No. 10
# C17H24Cl5KN3OV

C17H24Cl5KN3OV as an isolated structure (ωB97M-V/def2-TZVPD, OMol25).

```
! RIJCOSX wB97M-V def2-TZVPD def2/J DEFGRID3
* xyz 2 1
K -0.181 -3.207 -1.821
C 3.115 0.324 -0.329
H -2.692 -1.704 -0.822
C -1.853 1.275 -2.534
H 0.773 -0.869 -3.405
V 0.247 -0.369 0.227
H -1.915 1.735 -3.531
H -1.818 -1.102 0.574
H 1.983 3.825 1.879
O 4.188 0.803 -0.170
C 2.053 -3.402 2.827
H -1.600 -1.946 -3.747
C -0.110 -3.594 1.123
H 1.476 2.498 2.951
Cl 2.109 -0.668 2.636
H -0.305 4.618 1.436
H 2.494 2.170 1.527
H -1.606 3.469 1.110
H -3.017 -1.039 -3.142
C 0.714 -4.726 1.306
H -0.156 2.902 -1.017
C 1.456 -2.252 2.262
C 0.400 2.613 1.060
Cl 2.590 -6.076 2.723
H 1.520 2.332 -0.785
H -2.767 0.017 -0.441
H -0.391 1.243 3.239
C -1.997 -0.939 -3.539
H 0.925 0.739 -2.660
H 1.102 4.013 -0.397
C 0.401 -2.316 1.353
C -1.107 -0.059 -2.631
C -0.639 3.589 1.610
C -2.092 -0.853 -0.466
N 2.015 -0.173 -0.503
C -0.868 0.874 2.317
Cl 0.576 -6.033 0.174
H -0.782 3.472 2.689
Cl -1.770 -3.879 0.518
C 1.663 2.774 1.909
C 0.268 0.103 -3.271
C 1.755 -4.669 2.252
C 0.732 2.975 -0.378
H 0.168 0.559 -4.265
H -2.881 1.110 -2.182
H -1.887 1.293 2.281
H -1.360 1.972 -1.848
H -2.090 -0.449 -4.522
Cl 3.115 -3.291 4.154
H -0.969 -0.213 2.428
N -0.894 -0.677 -1.278
N -0.087 1.207 1.121
*
```

Lowest unoccupied orbital energy (alpha / beta) (eV): -8.73 / -8.73
E_HOMO (alpha / beta) (eV): -14.94 / -14.94
HOMO-LUMO gap (alpha / beta) (Ha): 0.2284 / 0.2281
Largest force on an atom (eV Å⁻¹): 3.4

No. 11
# C4H10O2

One molecule with the formula C4H10O2 (ωB97M-V/def2-TZVPD, OMol25).

```
! RIJCOSX wB97M-V def2-TZVPD def2/J DEFGRID3
* xyz 0 1
C -2.279 1.008 1.635
H 0.367 -1.637 -0.488
H -0.512 -0.367 -1.384
H -0.331 -0.703 1.548
O 1.438 0.082 -0.840
C -0.367 0.029 0.723
H 0.253 0.891 1.019
H -2.340 0.291 2.469
H 2.838 0.383 -2.245
H 3.087 -1.247 -1.504
C 2.250 -0.436 -1.847
H -1.710 1.888 1.976
H 2.088 -1.380 -2.347
H -3.289 1.323 1.363
O -1.698 0.430 0.495
C 0.205 -0.555 -0.574
*
```

Lowest unoccupied orbital energy (eV): 1.05
E_HOMO (eV): -9.25
HOMO-LUMO gap (Ha): 0.3786
Relative energy (zero: lowest compared OMol25 entry of this formula, charge and spin) (eV): 3.2066
Largest force on an atom (eV Å⁻¹): 4.0